[1]
This record from the Open Molecules 2025 dataset describes C39H43ClP2Si2V as an isolated structure. The level of theory is ωB97M-V with the def2-TZVPD basis set.

Calculated values
HOMO (spin up / spin down), eV: -6.679 / -6.629
Relative energy (zero: lowest compared OMol25 entry of this formula, charge and spin), kcal per mole: 0.0

Geometry as ORCA input:
```
! RIJCOSX wB97M-V def2-TZVPD def2/J DEFGRID3
* xyz 0 4
C 0.76 -1.07 0.08
C 1.97 -0.97 -0.67
C 3.03 -0.80 0.25
H 2.07 -1.01 -1.75
C 2.48 -0.78 1.55
C 1.08 -0.94 1.46
H 0.39 -0.97 2.28
H -0.22 -1.29 -0.29
H 4.06 -0.70 -0.01
H 3.02 -0.66 2.47
V 1.67 0.72 0.40
Si 2.01 5.20 -2.31
C 2.39 3.84 -3.53
C 2.65 4.02 -4.90
H 2.56 5.03 -5.34
C 3.03 2.93 -5.70
H 3.20 3.08 -6.77
C 3.19 1.66 -5.13
H 3.58 0.83 -5.71
C 2.87 1.46 -3.79
H 2.98 0.47 -3.32
C 2.46 2.54 -3.01
H 2.26 2.38 -1.93
C 4.61 1.51 1.78
C 5.77 0.72 1.63
H 6.31 0.69 0.68
C 6.25 -0.05 2.70
H 7.11 -0.69 2.55
C 5.67 0.01 3.96
H 6.06 -0.58 4.79
C 4.60 0.88 4.15
H 4.18 0.99 5.15
C 4.07 1.61 3.08
H 3.22 2.28 3.28
H 2.54 4.87 -0.94
Si 3.98 2.69 0.32
C 5.08 4.08 1.08
C 6.45 4.11 0.77
H 6.84 3.70 -0.17
C 7.40 4.64 1.66
H 8.45 4.56 1.40
C 6.98 5.23 2.85
H 7.72 5.60 3.56
C 5.61 5.32 3.11
H 5.28 5.79 4.04
C 4.66 4.81 2.21
H 3.59 4.93 2.41
C 4.95 2.92 -1.41
C 5.53 1.79 -2.01
H 5.32 0.79 -1.62
C 6.38 1.91 -3.12
H 6.88 1.02 -3.52
C 6.57 3.15 -3.75
H 7.15 3.23 -4.67
C 6.00 4.29 -3.18
H 6.11 5.27 -3.68
C 5.30 4.18 -1.97
H 5.03 5.11 -1.45
H 2.56 6.37 -2.93
Cl 0.04 5.57 -1.86
C -1.47 3.32 1.28
P -0.88 1.59 1.34
C -1.12 1.07 3.07
C -2.32 0.76 0.52
C -3.54 0.51 1.15
C -4.57 -0.14 0.48
C -4.42 -0.50 -0.86
C -3.23 -0.17 -1.53
C -2.17 0.44 -0.86
P -0.57 0.88 -1.72
C -0.51 -0.54 -2.88
C -1.16 2.15 -2.89
H -0.62 3.99 1.38
H -2.19 3.49 2.09
H -1.96 3.53 0.32
H -1.89 1.68 3.57
H -1.41 0.01 3.12
H -0.17 1.20 3.60
H -3.69 0.83 2.19
H -5.51 -0.36 1.00
H -5.21 -1.02 -1.40
H -3.14 -0.41 -2.59
H -1.22 -0.39 -3.70
H 0.50 -0.60 -3.30
H -0.74 -1.48 -2.37
H -1.75 1.66 -3.69
H -1.79 2.88 -2.37
H -0.30 2.66 -3.33
*
```



[2]
This record from the Open Molecules 2025 dataset describes C36H43N5O3RuS as an isolated structure. The level of theory is ωB97M-V with the def2-TZVPD basis set.

Calculated values
HOMO (spin up / spin down), eV: -15.614 / -15.615

Geometry as ORCA input:
```
! RIJCOSX wB97M-V def2-TZVPD def2/J DEFGRID3
* xyz 3 6
Ru 0.14 -0.22 -0.13
N -1.14 2.95 -0.86
C -2.10 2.00 -1.14
C -3.36 2.45 -1.54
C -4.34 1.54 -1.86
C -4.06 0.18 -1.75
C -2.82 -0.20 -1.30
N -1.83 0.69 -1.00
C 0.22 2.85 -0.92
C 0.97 4.03 -0.81
C 2.32 3.98 -1.02
C 2.93 2.76 -1.36
C 2.15 1.65 -1.40
N 0.81 1.67 -1.16
H -1.49 3.89 -0.80
H -3.54 3.51 -1.63
H -5.31 1.88 -2.21
H -4.80 -0.57 -1.99
H -2.59 -1.23 -1.15
H 0.47 4.96 -0.59
H 2.92 4.89 -0.95
H 3.98 2.71 -1.60
H 2.57 0.69 -1.67
C -0.79 -2.74 -2.30
C -1.31 -3.26 -0.96
O -1.11 -2.24 0.06
C -1.78 -2.50 1.31
C -1.41 -1.41 2.30
H -0.17 -3.48 -2.80
H -0.17 -1.85 -2.14
H -1.59 -2.46 -2.98
H -0.78 -4.16 -0.65
H -2.37 -3.48 -1.02
H -1.47 -3.49 1.68
H -2.86 -2.53 1.14
H -0.47 -1.62 2.81
H -2.18 -1.29 3.05
H -1.31 -0.44 1.78
C 2.87 -4.15 4.31
C 3.43 -4.73 3.01
N 2.41 -5.50 2.30
C 2.12 -6.86 2.83
C 0.66 -7.17 3.15
C 1.77 -5.03 1.23
O 0.74 -5.45 0.73
C 2.37 -3.86 0.46
C 3.38 -4.02 -0.48
C 3.64 -2.99 -1.38
C 2.82 -1.88 -1.39
N 1.87 -1.71 -0.46
C 1.68 -2.66 0.47
H 3.60 -3.49 4.77
H 2.62 -4.94 5.02
H 1.96 -3.57 4.11
H 4.28 -5.37 3.23
H 3.77 -3.91 2.37
H 2.72 -6.98 3.72
H 2.49 -7.59 2.10
H 0.27 -6.47 3.90
H 0.60 -8.18 3.54
H 0.03 -7.11 2.27
H 3.96 -4.93 -0.51
H 4.44 -3.07 -2.11
H 2.92 -1.13 -2.16
H 0.95 -2.47 1.24
O 1.29 0.55 1.54
S 1.61 1.12 2.94
C 2.69 2.52 2.71
C 3.73 2.49 1.80
C 4.65 3.52 1.80
C 4.52 4.57 2.71
C 3.46 4.60 3.60
C 2.52 3.58 3.60
C 2.87 0.03 3.60
C 3.14 0.09 4.95
C 4.22 -0.63 5.45
C 5.01 -1.38 4.59
C 4.72 -1.43 3.23
C 3.63 -0.73 2.73
H 3.84 1.66 1.11
H 5.49 3.50 1.11
H 5.26 5.37 2.72
H 3.36 5.42 4.31
H 1.69 3.60 4.29
H 2.53 0.69 5.63
H 4.44 -0.60 6.50
H 5.87 -1.91 4.98
H 5.35 -1.99 2.55
H 3.39 -0.75 1.67
*
```



[3]
This record from the Open Molecules 2025 dataset describes a 4-piece molecular cluster, C2H9NO5 overall. The level of theory is ωB97M-V with the def2-TZVPD basis set.

Calculated values
HOMO (spin up / spin down), eV: 0.375 / -5.149
Relative energy (zero: lowest compared OMol25 entry of this formula, charge and spin), kcal per mole: 25.6

Geometry as ORCA input:
```
! RIJCOSX wB97M-V def2-TZVPD def2/J DEFGRID3
* xyz -1 2
O -1.31 -0.70 -1.19
C -2.07 -0.30 -0.35
N -2.18 1.11 -0.20
C -1.35 1.97 -0.97
O -1.22 2.05 -2.11
H -2.65 -0.71 0.41
H -2.09 1.29 0.72
H -1.08 2.81 -0.21
H -0.17 -1.78 0.50
H 0.92 -1.75 1.48
O 0.42 -1.19 0.98
H 2.93 -1.03 -1.59
H 1.84 -2.00 -1.12
O 2.70 -1.82 -1.24
H 1.57 0.13 1.26
H 1.54 1.19 2.09
O 2.20 0.72 1.54
*
```